[1]
Here is C17H18N2OS in the gas phase from the Open Molecules 2025 dataset. Energies are from wB97M-V/def2-TZVPD.

XYZ file:
```
39
C17H18N2OS | the Open Molecules 2025 dataset | wB97M-V/def2-TZVPD
C -4.01935 -2.67230 1.06329
C -2.72998 -2.65725 1.34600
C -1.66360 -2.55194 0.31673
H -0.89727 -3.31723 0.44467
H -2.06482 -2.56441 -0.69417
S -0.74130 -0.97875 0.51012
C -1.87597 0.17824 -0.18799
N -2.91108 -0.35708 -0.81156
C -3.83697 0.42841 -1.32903
C -3.79260 1.80849 -1.23611
C -2.70306 2.37252 -0.59289
C -1.69818 1.56625 -0.06941
C -0.56286 2.26306 0.61258
O -0.72165 3.33561 1.16547
N 0.62999 1.64573 0.52168
H 0.71988 0.76346 0.04029
C 1.83742 2.16084 1.11831
H 2.06145 1.60484 2.03692
H 1.65216 3.20640 1.37511
C 3.01200 2.02705 0.13966
C 3.21493 0.57950 -0.21001
C 3.93048 -0.25595 0.63863
C 4.05491 -1.60485 0.36022
C 3.45871 -2.13947 -0.76943
C 2.74643 -1.31624 -1.62349
C 2.62645 0.03424 -1.34500
H 2.07706 0.67418 -2.02223
H 2.28157 -1.72553 -2.50850
H 3.55263 -3.19352 -0.98487
H 4.61692 -2.24199 1.02733
H 4.39495 0.15649 1.52306
H 3.90694 2.43431 0.61185
H 2.79726 2.60713 -0.75925
H -2.60526 3.44214 -0.47830
H -4.57825 2.41966 -1.64966
H -4.64709 -0.08469 -1.83074
H -2.38227 -2.68858 2.37035
H -4.76879 -2.73562 1.83337
H -4.37176 -2.62317 0.04701
```

Values from the calculation:
charge	0
largest force on an atom	0.55	eV/A
ΔE to the lowest compared entry with this formula, charge and spin	1.344	eV
SMILES string	C=CCSc1ncccc1C(=O)NCCc1ccccc1
orbital gap	9.23	eV
HOMO energy	-8.53	eV



[2]
Here is 2 unconnected molecules or ions with the total composition C3H9NO2 in a non-equilibrium geometry from the Open Molecules 2025 dataset. Energies are from wB97M-V/def2-TZVPD.

XYZ file:
```
15
C3H9NO2 | the Open Molecules 2025 dataset | wB97M-V/def2-TZVPD
C 1.43537 -1.27849 -1.62197
C 0.00934 -1.14444 -0.91183
C 0.10762 -0.53057 0.45955
N 0.99131 0.60274 0.41944
O -0.48844 -0.89768 1.53144
H 1.94885 -0.24863 -1.50871
H 1.23558 -1.53058 -2.68310
H 2.09200 -1.99288 -1.07913
H -0.69971 -0.57840 -1.50135
H -0.56367 -2.06697 -0.81429
H 1.21303 1.05173 -0.44200
H 0.59510 1.33550 0.89158
H -1.98417 1.59665 0.65884
H -2.54023 2.82853 0.12165
O -1.70532 2.53603 0.45180
```

Values from the calculation:
charge	0
largest force on an atom	5.12	eV/A
ΔE to the lowest compared entry with this formula, charge and spin	1.340	eV
SMILES string	CCC(N)=O.O
orbital gap	10.57	eV
HOMO energy	-9.98	eV



[3]
Here is 8 unconnected molecules or ions with the total composition C14H44N2O8 in a non-equilibrium geometry from the Open Molecules 2025 dataset. Energies are from wB97M-V/def2-TZVPD.

XYZ file:
```
68
C14H44N2O8 | the Open Molecules 2025 dataset | wB97M-V/def2-TZVPD
C -3.82370 -1.67045 1.90181
O -4.45829 -0.82501 1.29902
N -2.61782 -2.09104 1.72361
N -4.20904 -2.36571 2.92839
H -1.99823 -1.73250 1.01110
H -2.19944 -2.80806 2.29889
H -5.13008 -2.17342 3.29555
H -3.53422 -3.02533 3.28843
C -2.44164 -1.06769 -1.80339
C -3.08993 -1.22004 -3.22962
C -2.12027 -1.32614 -4.37279
O -3.74164 -2.45451 -3.24428
H -1.70102 -0.27116 -1.73183
H -1.93515 -1.97482 -1.47373
H -3.15376 -0.95152 -0.98639
H -3.70776 -0.37392 -3.53038
H -1.47163 -0.46446 -4.21508
H -2.56210 -1.14751 -5.35309
H -1.48884 -2.21332 -4.32478
H -4.53407 -2.37491 -2.70826
C -3.23907 2.24773 -0.57250
C -2.92867 2.18273 0.95698
C -2.32018 3.41601 1.50482
O -4.15545 1.88827 1.61084
H -3.84094 1.38524 -0.85878
H -2.37358 2.28435 -1.23408
H -3.83470 3.13153 -0.80101
H -2.25159 1.33355 1.04951
H -2.06906 3.14802 2.53108
H -2.92117 4.32506 1.48184
H -1.37689 3.66656 1.01949
H -4.33866 0.94678 1.57040
C 5.07305 0.95613 0.47063
C 4.47795 0.71889 -0.90589
C 5.35950 1.18194 -2.09653
O 4.11175 -0.58225 -1.16184
H 5.88548 0.26872 0.70629
H 4.24575 0.92340 1.17957
H 5.56323 1.92026 0.60584
H 3.51109 1.21469 -0.99226
H 6.22463 0.51991 -2.05957
H 5.73571 2.20193 -2.01779
H 4.78631 1.10034 -3.02006
H 4.92532 -0.98730 -1.47109
C 1.62943 -2.72212 2.63934
O 1.35112 -2.20038 1.36150
H 1.96473 -3.75821 2.59245
H 2.21536 -2.08903 3.30567
H 0.74542 -2.78276 3.27412
H 2.16213 -2.34727 0.86927
C 0.61092 0.60075 0.34811
O -0.39942 -0.29836 0.72780
H 0.16482 1.52672 -0.01477
H 1.26721 0.97335 1.13459
H 1.39213 0.25501 -0.32885
H 0.08217 -1.06585 1.04505
C 2.85817 2.92133 3.33208
O 2.01306 3.20520 2.24020
H 2.27999 2.93361 4.25602
H 3.22726 1.90050 3.23314
H 3.68120 3.62047 3.48018
H 1.12284 3.36576 2.56165
C 0.92731 -1.90790 -2.51645
O 2.16513 -2.19896 -1.90746
H 0.54289 -2.76197 -3.07402
H 0.13120 -1.62216 -1.82895
H 0.91396 -1.04995 -3.18864
H 2.61961 -1.35884 -1.81129
```

Values from the calculation:
charge	0
largest force on an atom	6.95	eV/A
ΔE to the lowest compared entry with this formula, charge and spin	0.006	eV
SMILES string	NC(N)=O.CC(C)O.CC(C)O.CC(C)O.CO.CO.CO.CO
orbital gap	9.25	eV
HOMO energy	-8.95	eV



> The highest largest force on an atom belongs to which entry?

C14H44N2O8



> Which value of charge does entry 1 give?

0



> orbital gap of number 1 (C17H18N2OS)?

9.23 eV